[1]
DFT (wB97M-V/def2-TZVPD) results for 3 unconnected molecules or ions with the total composition C3H14N2O2.

```
21
Properties=species:S:1:pos:R:3:forces:R:3
C 1.43753 -0.78569 -1.72310 0.71 0.86 3.64
N 0.17505 -0.03063 -1.74416 1.67 0.49 0.66
C 0.25723 1.17641 -0.80057 -1.57 -1.85 -0.43
C 0.75532 0.84618 0.67904 -0.15 -0.58 -3.92
N -0.21571 1.24316 1.62688 -1.50 -0.53 1.42
H 1.70851 -1.10296 -2.68617 0.55 -0.54 -1.10
H 2.27188 -0.19815 -1.16259 -0.92 -0.61 -1.60
H 1.32400 -1.61016 -1.00829 0.01 -0.40 -0.64
H 0.21309 0.35151 -2.66466 -0.72 0.56 -0.66
H -0.79372 1.47540 -0.78998 0.14 0.28 0.48
H 0.77613 1.93105 -1.33205 1.05 0.95 -0.15
H 1.68608 1.39459 0.74291 0.20 0.00 0.77
H 1.01063 -0.25507 0.56378 -0.57 1.22 1.29
H -1.17934 0.99501 1.37396 0.68 -0.91 -0.21
H -0.35970 2.22856 1.67383 0.86 0.98 0.10
O -1.99588 -0.69154 -0.49417 -1.34 -0.66 -0.09
H -2.86690 -1.05677 -0.79180 1.49 0.39 0.23
H -1.27926 -0.83414 -1.16979 -0.61 0.35 0.22
O -1.02737 -1.92685 3.50844 0.27 -0.22 -0.23
H -1.51243 -1.08574 3.42367 0.80 -0.54 -0.49
H -0.38514 -2.06417 2.77484 -1.04 0.77 0.71
```
Positions in Å, forces in eV/Å.

Values from the calculation:
Energy above the lowest of the compared OMol25 structures with the same formula, charge and spin   45.3 kcal/mol
Charge   0
E_tot   -10411.8277 eV
LUMO energy   0.77 eV
Multiplicity   1
Maximum force   3.966 eV/A
HOMO-LUMO gap   0.368 hartree

Results of the Löwdin charge analysis, in e, for atoms 1 through 5: atom 1 (C): -0.131, atom 2 (N): -0.161, atom 3 (C): -0.180, atom 4 (C): -0.270, atom 5 (N): -0.010

[2]
DFT (wB97M-V/def2-TZVPD) results for a molecular structure, C4AlBO8.

```
14
Properties=species:S:1:pos:R:3:forces:R:3
Al 2.45708 2.81076 -0.44819 1.56 4.73 4.28
O -1.04523 -2.28295 2.77915 -0.80 3.13 -2.23
C -0.92374 -1.45077 1.89824 2.36 -5.59 3.23
O 0.11060 -1.45903 1.07880 -0.95 2.12 -1.00
B -0.11688 -0.34941 0.11230 0.25 -2.09 -2.22
O -1.33381 0.33141 0.45488 1.36 0.38 -0.47
C -1.82678 -0.24704 1.46118 -6.22 2.56 2.72
O -2.85478 0.06955 2.03414 2.70 -1.45 -0.88
O -0.23082 -0.76857 -1.28038 0.87 0.79 -0.35
C 0.49990 0.01012 -2.08220 0.10 -0.83 -2.15
O 0.52943 0.12203 -3.27273 -0.13 -0.11 1.96
C 1.46302 0.87512 -1.16058 -3.96 -3.48 0.20
O 1.03780 0.56706 0.08027 4.25 4.00 -1.98
O 2.23416 1.77175 -1.65487 -1.40 -4.16 -1.13
```
Positions in Å, forces in eV/Å.

Values from the calculation:
Energy above the lowest of the compared OMol25 structures with the same formula, charge and spin   67.2 kcal/mol
Charge   +2
E_tot   -27778.3232 eV
LUMO energy   -15.72 eV
Multiplicity   1
Maximum force   7.253 eV/A
HOMO-LUMO gap   0.090 hartree

Results of the Löwdin charge analysis, in e, for atoms 1 through 5: atom 1 (Al): 1.295, atom 2 (O): 0.395, atom 3 (C): -0.199, atom 4 (O): 0.338, atom 5 (B): -0.841

[3]
DFT (wB97M-V/def2-TZVPD) results for 2 unconnected molecules or ions with the total composition C2H6Cl2N.

```
11
Properties=species:S:1:pos:R:3:forces:R:3
C 1.00191 0.37217 0.57483 0.55 1.59 -0.47
C -2.74088 -0.33864 0.06567 0.06 -1.06 0.06
N 1.75082 -0.08178 -0.68138 1.11 -0.01 3.37
Cl -1.21754 0.02330 -0.45259 0.62 -0.20 -0.51
Cl -3.71929 0.89058 0.47539 -1.27 1.39 0.48
H 1.13370 -0.26356 1.43940 0.13 -0.28 -0.28
H 1.14606 1.44072 0.73568 -0.26 -0.28 -0.02
H -2.96716 -1.30760 0.47905 0.24 -0.20 -0.16
H 1.52298 -1.05600 -0.55908 1.13 -1.06 -0.47
H 2.81221 0.18479 -0.53883 -2.52 -0.93 -1.18
H 1.27720 0.13601 -1.53812 0.23 1.05 -0.81
```
Positions in Å, forces in eV/Å.

Values from the calculation:
Energy above the lowest of the compared OMol25 structures with the same formula, charge and spin   109.5 kcal/mol
Charge   +1
E_tot   -28694.7932 eV
LUMO energy (spin up / spin down)   -4.99 / -3.99 eV
Multiplicity   1
Maximum force   3.547 eV/A
HOMO-LUMO gap (spin up / spin down)   0.253 / 0.347 hartree

Results of the Löwdin charge analysis, in e, for atoms 1 through 5: atom 1 (C): -0.128, atom 2 (C): -1.096, atom 3 (N): 0.098, atom 4 (Cl): 0.756, atom 5 (Cl): 0.715

[4]
DFT (wB97M-V/def2-TZVPD) results for a molecular structure, C23H32IN2O3P2Y.

```
64
Properties=species:S:1:pos:R:3:forces:R:3
C 1.13302 -0.75794 -1.73915 1.72 -0.50 -0.98
I 2.34997 -1.74035 0.68174 0.89 -0.61 -1.13
H 0.42397 0.06998 -2.02070 0.25 -0.21 -0.18
H 0.81679 -1.74225 -2.09657 0.14 0.25 0.20
H 2.13763 -0.55066 -2.11163 -0.26 0.12 -0.34
Y 0.05655 -0.14819 0.16974 -2.55 1.52 3.20
P -1.64232 -1.67168 -1.96436 -1.85 -2.35 -1.69
C -1.26450 -3.29561 -1.21133 0.63 0.50 0.86
C -3.44833 -1.69641 -2.05091 -0.13 0.99 0.77
H -3.72259 -2.41416 -2.83961 0.04 0.25 0.32
H -2.01454 -2.59401 -4.19229 0.31 0.22 0.31
H -3.78300 -0.68112 -2.30085 -0.25 -0.33 -0.13
H -1.40839 -0.90139 -4.25014 -0.08 -0.37 0.01
H -1.83536 -3.39740 -0.28220 -0.15 0.05 -0.06
H -3.86074 -1.96513 -1.07158 0.00 -0.03 -0.23
C -1.29135 -1.88261 -3.76217 0.77 0.92 0.11
H -1.54281 -4.07324 -1.92833 0.02 0.14 -0.11
H -0.25406 -2.19678 -3.93441 -0.33 -0.08 -0.02
H -0.20706 -3.38007 -0.94354 -0.06 -0.23 -0.20
P 1.47993 2.03219 1.48866 1.13 1.00 0.76
C 2.65198 1.39054 2.76300 -0.15 -0.34 -0.44
C 2.64812 3.06280 0.49767 -0.31 -0.41 -0.28
H 0.00847 3.91841 1.88255 0.26 -0.02 0.36
H 1.54201 4.02831 2.86008 -0.52 -0.39 -0.17
H 0.17192 2.92868 3.35738 0.22 0.23 -0.30
C 0.72571 3.36554 2.50907 -0.65 -0.22 -0.30
H 2.08096 3.52812 -0.32651 0.43 0.07 0.35
H 3.10645 3.81247 1.16488 -0.23 -0.24 -0.43
H 3.25579 2.24670 3.10425 -0.19 -0.46 0.04
H 3.29107 0.62528 2.29307 -0.05 0.36 0.43
H 3.43123 2.41996 0.07492 -0.13 0.23 0.03
H 2.07889 0.94417 3.59155 0.39 0.24 -0.16
C 0.40100 -0.89639 2.49170 -0.80 -1.33 4.57
O 0.38726 -1.37880 3.54084 0.32 1.50 -3.53
O -3.13103 -2.87035 1.64722 0.79 0.89 0.09
C -2.96350 -1.70019 1.93722 -1.88 0.63 0.95
N -3.74016 -0.93779 2.83711 0.95 -1.89 -0.90
C -3.55606 0.49311 2.66509 -0.33 -0.03 -0.22
C -2.37523 0.45659 1.67875 0.73 1.16 0.18
O -1.71211 1.45783 1.24668 -0.10 -1.82 -0.02
N -2.02973 -0.79340 1.36133 0.28 -0.34 -1.15
C -4.79174 1.09867 2.02853 0.16 0.39 -0.47
C -4.67781 2.03970 0.99578 -0.67 0.20 -0.11
C -5.83871 2.61704 0.44356 -0.17 -0.39 0.11
C -7.08654 2.21881 0.93029 0.00 0.10 0.20
C -7.17062 1.30070 1.98534 -0.07 -0.04 -0.03
C -6.03400 0.73259 2.54992 -0.18 0.40 -0.50
C -3.21776 1.15233 3.98286 0.37 0.51 0.35
C -3.96432 2.19256 4.55195 0.12 -0.15 0.15
C -3.63114 2.67780 5.82129 0.13 0.10 0.01
C -2.51466 2.18140 6.49763 -0.22 -0.09 0.13
C -1.74261 1.16415 5.90787 -0.21 0.43 0.34
C -2.10526 0.65740 4.65936 0.55 0.18 0.78
H -4.52225 -1.36976 3.34132 0.61 0.38 -0.52
H -3.69715 2.35553 0.63390 -0.36 -0.13 0.17
H -5.80206 3.34825 -0.37713 0.19 -0.38 0.51
H -8.01529 2.64641 0.53091 0.52 -0.19 0.11
H -8.14028 1.01552 2.37951 0.04 0.10 -0.09
H -6.13236 0.04283 3.39433 0.05 0.27 -0.36
H -4.82463 2.63032 4.04870 0.22 -0.24 -0.01
H -4.25707 3.45924 6.27894 0.41 -0.44 -0.27
H -2.29451 2.57155 7.50671 0.04 -0.33 -0.71
H -0.88011 0.77343 6.46179 -0.36 0.08 -0.38
H -1.48249 -0.14210 4.25291 -0.50 0.17 0.01
```
Positions in Å, forces in eV/Å.

Values from the calculation:
Energy above the lowest of the compared OMol25 structures with the same formula, charge and spin   0.8 kcal/mol
Charge   +2
E_tot   -61199.1097 eV
LUMO energy (spin up / spin down)   -9.54 / -10.99 eV
Multiplicity   1
Maximum force   4.829 eV/A
HOMO-LUMO gap (spin up / spin down)   0.149 / 0.095 hartree

Results of the Löwdin charge analysis, in e, for atoms 1 through 5: atom 1 (C): -0.342, atom 2 (I): 0.832, atom 3 (H): 0.017, atom 4 (H): -0.032, atom 5 (H): 0.025